(1)
7
Properties=species:S:1:pos:R:3:nbo_charge:R:1 method="wB97M-V/def2-TZVPD" max_force_ev_per_a=4.3 smiles=N1N[SiH2]1 e_above_lowest_kj_mol=195.8 homo_energy_ev=-9.549 homo_lumo_gap_ev=10.3
N -0.5394 0.9149 -0.6573 -0.870
N 0.1235 0.7440 0.9691 -0.927
Si 0.1620 -0.5849 -0.1248 1.436
H -1.4095 1.1736 -0.3830 0.360
H 0.5525 1.6984 0.8913 0.403
H -0.8071 -1.4953 0.4773 -0.205
H 1.2094 -1.2221 -0.8292 -0.197

(2)
11
Properties=species:S:1:pos:R:3:nbo_charge:R:1 method="wB97M-V/def2-TZVPD" max_force_ev_per_a=11.6 smiles="O=c1cc(O)ocn1" e_above_lowest_kj_mol=346.7 homo_energy_ev=-9.625 homo_lumo_gap_ev=9.2
C -0.8126 -0.4634 0.0155 0.642
C 0.2517 -1.2115 -0.0850 -0.454
C 1.4622 -0.3259 -0.0835 0.583
C 0.2978 1.6100 0.0601 0.407
H -2.6868 -0.0124 0.4312 0.483
H 0.5814 -2.2090 -0.2768 0.283
H 0.0298 2.6047 0.0543 0.200
N 1.4781 1.1020 -0.2250 -0.422
O -2.2005 -0.8230 -0.0947 -0.681
O 2.5013 -1.0164 0.1501 -0.568
O -0.9023 0.7449 0.0537 -0.472

(3)
59
Properties=species:S:1:pos:R:3:nbo_charge:R:1 method="wB97M-V/def2-TZVPD" max_force_ev_per_a=0.2 e_above_lowest_kj_mol=0.0 homo_energy_ev=-7.725 homo_lumo_gap_ev=6.5
Os 0.2521 -0.0672 0.3145 0.777
S -3.7707 -1.1573 2.2196 -0.128
C -2.2869 -0.9843 1.5388 -0.541
S -0.7891 -0.6832 2.3535 -0.032
S -1.9211 -1.0192 -0.1531 0.058
O 0.9627 0.5780 -1.6260 -0.580
C 1.7004 1.5479 -1.8141 0.435
C 2.3322 2.3970 -0.8456 -0.264
C 3.1216 3.4318 -1.3747 -0.100
C 3.8186 4.2631 -0.5464 -0.059
C 3.7788 4.0942 0.8452 -0.119
C 3.0209 3.0933 1.3819 -0.280
C 2.2610 2.2116 0.5683 0.444
O 1.5760 1.2947 1.1674 -0.715
N 4.6252 5.3384 -1.1215 0.538
O 4.6572 5.4367 -2.3335 -0.387
O 5.2183 6.0674 -0.3517 -0.375
H 1.9275 1.7914 -2.8615 0.156
H 3.1848 3.5753 -2.4455 0.247
H 4.3551 4.7588 1.4727 0.256
H 2.9840 2.9364 2.4516 0.233
C 0.6626 -1.9760 -0.4809 -0.483
C 1.9649 -1.6044 0.0535 -0.021
C 3.0626 -1.1564 -0.7398 -0.190
C 4.1553 -0.5939 -0.1562 -0.177
C 4.2058 -0.4505 1.2540 -0.142
C 3.1983 -0.9349 2.0487 -0.132
C 2.0710 -1.5212 1.4494 -0.187
C 5.3363 0.2084 1.8527 0.269
N 6.2315 0.7396 2.3387 -0.284
H 0.1519 -2.7874 0.0255 0.232
H 0.5986 -2.0363 -1.5633 0.222
H 3.0103 -1.2715 -1.8141 0.230
H 4.9888 -0.2458 -0.7515 0.235
H 3.2669 -0.8580 3.1248 0.237
H 1.3213 -1.9967 2.0642 0.261
C -2.7289 3.3853 3.4950 -0.417
C -1.4867 2.5274 3.6312 -0.219
N -0.8689 2.4047 2.3198 -0.597
C -1.5953 2.1670 1.2085 0.709
N -0.9775 1.6662 0.1332 -0.627
C -1.5288 1.9447 -1.1983 -0.208
C -2.8257 2.7350 -1.1608 -0.420
C -3.6593 2.2256 -0.0011 -0.213
N -2.8958 2.5081 1.2072 -0.419
C -3.6313 2.7709 2.4422 -0.205
H -2.4504 4.4010 3.2077 0.210
H -3.2623 3.4321 4.4441 0.227
H -1.7424 1.5375 4.0228 0.212
H -0.7594 2.9862 4.2997 0.211
H 0.0718 2.0361 2.2693 0.433
H -1.7088 0.9989 -1.7104 0.209
H -0.7853 2.4905 -1.7837 0.187
H -3.3451 2.6287 -2.1136 0.226
H -2.6346 3.7992 -1.0024 0.205
H -3.8663 1.1543 -0.0857 0.226
H -4.6070 2.7574 0.0772 0.209
H -4.0513 1.8260 2.8049 0.218
H -4.4567 3.4403 2.1974 0.206

(4)
28
Properties=species:S:1:pos:R:3:nbo_charge:R:1 method="wB97M-V/def2-TZVPD" max_force_ev_per_a=2.9 smiles="Cc1ccc(O)cc1.CCC(N)=O" e_above_lowest_kj_mol=94.2 homo_energy_ev=-8.421 homo_lumo_gap_ev=9.2
C -0.5996 0.7688 -2.3539 -0.508
C -0.7687 0.0415 -3.6852 -0.621
C -0.3393 2.2466 -2.4697 0.669
O -1.0770 3.0254 -1.8568 -0.625
N 0.6391 2.7527 -3.2710 -0.827
H -1.4874 0.6509 -1.7415 0.245
H 0.2146 0.3491 -1.7523 0.229
H -1.7736 -0.2598 -3.9670 0.228
H 0.7026 3.7394 -3.2628 0.407
H 0.9990 2.1980 -4.0260 0.390
H -0.2476 -0.9229 -3.7164 0.216
H -0.1889 0.4748 -4.5105 0.198
C 2.6601 -0.7369 1.8333 -0.627
C -0.6740 -1.8811 3.2369 -0.310
C -1.5324 -1.0571 2.5496 0.300
C 0.6943 -1.7406 2.9623 -0.175
C 1.1901 -0.6811 2.1580 -0.050
C -1.1247 -0.0821 1.6535 -0.265
C 0.2480 0.0786 1.4871 -0.193
O -2.9148 -1.2102 2.6923 -0.677
H -0.8632 -2.7085 3.9079 0.222
H 1.3712 -2.2643 3.6266 0.202
H -1.8390 0.5812 1.1981 0.239
H -3.0402 -2.0645 3.1209 0.472
H 3.1672 0.2169 2.0062 0.215
H 2.6751 -1.0119 0.7775 0.220
H 0.6822 0.9145 0.9394 0.211
H 3.2269 -1.4176 2.4634 0.218

(5)
72
Properties=species:S:1:pos:R:3:lowdin_charge:R:1 method="wB97M-V/def2-TZVPD" max_force_ev_per_a=2.5 total_charge=-1 e_above_lowest_kj_mol=59.1 homo_energy_ev=-5.041 homo_lumo_gap_ev=6.9
Pt -1.8129 -0.9731 0.3028 0.871
N -4.1940 -3.2844 -0.9213 0.136
C -3.2164 -3.6175 -1.8044 -0.258
C -3.5487 -4.2151 -3.0220 -0.044
C -2.5697 -4.6696 -3.8922 -0.106
C -1.2376 -4.5452 -3.5748 -0.069
C -0.8543 -3.9842 -2.3417 -0.162
C 0.4933 -3.9530 -1.9151 -0.001
C 0.7819 -3.5729 -0.6182 -0.077
C -0.2363 -3.1096 0.1985 -0.186
N -1.5063 -2.9492 -0.2273 -0.077
C -1.8446 -3.4809 -1.4523 -0.151
H -5.1253 -3.1613 -1.2828 0.098
H -3.9436 -2.7286 -0.1130 0.030
H -4.5945 -4.3339 -3.2738 0.103
H -2.8557 -5.1436 -4.8209 0.097
H -0.4664 -4.8983 -4.2482 0.100
H 1.2695 -4.2929 -2.5858 0.116
H 1.7858 -3.6298 -0.2241 0.092
H -0.0488 -2.8546 1.2382 0.081
F -3.5139 -1.6755 1.3375 -0.596
O -2.3773 0.8980 0.9899 -0.410
C -1.7605 1.4688 2.0722 -0.655
C -2.8393 1.9959 2.9936 -0.478
C -2.7679 2.4942 4.2563 -0.147
C -4.0278 2.9225 4.7303 -0.202
C -5.0145 2.7324 3.8154 -0.426
S -4.4315 2.0207 2.3566 1.093
C -0.9904 2.6830 1.5825 -0.420
C -0.9946 3.1372 0.3029 -0.128
C -0.2940 4.3518 0.1336 -0.187
C 0.2236 4.8182 1.2947 -0.429
S -0.1385 3.7768 2.6205 1.042
C -0.8845 0.5158 2.8617 -0.453
C 0.3839 0.6445 3.3352 -0.202
C 0.8190 -0.4748 4.0771 -0.242
C -0.1335 -1.4338 4.1707 -0.414
S -1.5865 -0.9893 3.3636 1.057
H -1.8504 2.5536 4.8151 0.103
H -4.1823 3.3494 5.7075 0.089
H -6.0579 2.9650 3.9112 0.045
H -1.4956 2.6068 -0.4851 0.087
H -0.1813 4.8477 -0.8146 0.099
H 0.8014 5.7039 1.4744 0.056
H 1.0124 1.4941 3.1499 0.053
H 1.8091 -0.5652 4.4855 0.094
H -0.0763 -2.3783 4.6750 0.054
S 2.1859 -0.9297 1.0977 0.320
P 1.6765 0.0636 -0.5131 0.146
S -0.2293 0.0798 -1.2480 0.331
C 2.2412 1.8180 -0.4417 -0.372
C 2.6778 2.3654 0.7543 -0.110
C 3.1401 3.6691 0.7938 -0.101
C 3.1892 4.4177 -0.3680 -0.106
C 2.7523 3.8724 -1.5646 -0.095
C 2.2732 2.5766 -1.6050 -0.097
C 2.6953 -0.5586 -1.9028 -0.393
C 4.0715 -0.3823 -1.8433 -0.097
C 4.8755 -0.9077 -2.8380 -0.091
C 4.3080 -1.6186 -3.8851 -0.103
C 2.9370 -1.8057 -3.9325 -0.094
C 2.1284 -1.2743 -2.9436 -0.133
H 2.6684 1.7516 1.6439 0.064
H 3.4633 4.1033 1.7290 0.105
H 3.5669 5.4299 -0.3378 0.098
H 2.7889 4.4631 -2.4683 0.098
H 1.9296 2.1405 -2.5334 0.107
H 4.4992 0.1807 -1.0242 0.107
H 5.9466 -0.7538 -2.8077 0.098
H 4.9427 -2.0204 -4.6661 0.095
H 2.4908 -2.3573 -4.7482 0.098
H 1.0545 -1.3888 -2.9822 0.048

(6)
125
Properties=species:S:1:pos:R:3:mulliken_spin:R:1 method="wB97M-V/def2-TZVPD" max_force_ev_per_a=1.5 total_charge=+1 e_above_lowest_kj_mol=0.0 multiplicity=4 homo_energy_ev="-9.719 / -9.712" homo_lumo_gap_ev="6.1 / 6.3" s_squared=3.80
Cr 0.5680 -0.1112 -0.4806 3.042
C -0.0393 1.4283 -7.4391 0.000
Si 1.1862 1.5626 -5.9857 -0.003
C 1.9975 3.2877 -5.9219 0.000
C 2.5095 0.2207 -6.2381 0.004
C 0.1349 1.4689 -4.3909 -0.017
C -1.0742 2.1290 -4.3686 0.008
C -1.8239 2.1861 -3.1948 0.002
C -1.3589 1.5229 -2.0854 0.052
N -0.2090 0.8398 -2.0644 -0.083
C 0.5427 0.8564 -3.1897 0.078
S 2.0628 0.1189 -3.0228 0.003
H 0.5061 1.3307 -8.3715 0.000
H -0.6679 2.3073 -7.5289 0.000
H -0.6920 0.5657 -7.3484 0.000
H 2.5354 3.4965 -6.8407 0.000
H 2.7048 3.3640 -5.1013 0.000
H 1.2558 4.0704 -5.7913 0.000
H 2.8726 0.2757 -7.2602 0.000
H 2.1285 -0.7831 -6.0797 0.000
H 3.3576 0.3547 -5.5762 -0.001
H -1.4362 2.6141 -5.2607 0.000
H -2.7584 2.7201 -3.1540 0.000
H -1.9183 1.5360 -1.1647 -0.021
C 2.4758 3.0621 -1.7346 0.004
C 2.2547 2.4183 -0.3625 0.063
C 3.5904 2.3880 0.3934 -0.004
C 1.1993 3.2046 0.3820 -0.044
C 1.5057 4.5430 0.5852 0.003
C 0.6358 5.3898 1.2329 -0.001
C -0.5798 4.8913 1.6385 0.000
C -0.9510 3.5572 1.4647 -0.014
C -2.3737 3.3377 1.9839 0.001
C -3.2344 2.2424 1.3743 0.003
C -2.4060 3.2435 3.5192 0.000
C -0.0269 2.6761 0.8448 0.048
N -0.2468 1.2724 0.7577 -0.086
C -0.7466 0.7246 1.8277 -0.021
C -1.1379 -0.6179 2.0723 0.055
C -1.5321 -0.8619 3.4088 0.002
C -1.9955 -2.0720 3.8430 0.014
C -2.1083 -3.1125 2.9156 0.001
C -1.7396 -2.9238 1.6125 0.007
C -1.2217 -1.6927 1.1215 -0.019
N -0.8449 -1.5710 -0.1645 -0.037
C -1.3207 -2.6267 -1.0049 0.028
C -2.6944 -2.6902 -1.3488 -0.013
C -3.2197 -3.8633 -1.8829 0.002
C -2.4416 -4.9585 -2.1754 -0.007
C -1.0862 -4.8499 -1.9592 0.003
C -0.5140 -3.7339 -1.3578 -0.026
C 0.9643 -3.8879 -1.0795 0.013
C 1.7905 -2.7220 -1.5848 -0.018
C 1.2024 -4.2031 0.3975 -0.003
C -3.7093 -1.5690 -1.3429 0.003
C -3.6342 -0.5585 -0.2154 0.004
C -3.6028 -0.8895 -2.7132 0.001
H 3.1256 2.4410 -2.3459 -0.001
H 2.9482 4.0335 -1.6194 -0.001
H 1.5339 3.2014 -2.2611 0.001
H 1.9206 1.3638 -0.5034 -0.018
H 3.7834 3.3417 0.8805 0.000
H 4.4058 2.1983 -0.3035 0.000
H 3.5952 1.6173 1.1595 0.000
H 2.4482 4.9273 0.2322 0.000
H 0.8816 6.4277 1.3834 0.000
H -1.2800 5.5603 2.1179 0.000
H -2.8862 4.2739 1.7284 0.000
H -2.9296 1.2472 1.6748 0.000
H -3.2259 2.3131 0.2918 -0.001
H -4.2583 2.3833 1.7122 0.000
H -2.2064 2.2356 3.8767 0.000
H -3.3974 3.5168 3.8711 0.000
H -1.6828 3.9216 3.9659 0.000
H -0.8624 1.3732 2.6920 -0.002
H -1.4618 -0.0451 4.1124 0.001
H -2.2839 -2.2220 4.8713 0.000
H -2.4914 -4.0726 3.2268 0.000
H -1.8277 -3.7468 0.9214 0.002
H -4.2800 -3.9127 -2.0722 0.000
H -2.8831 -5.8632 -2.5627 0.000
H -0.4441 -5.6736 -2.2244 0.000
H 1.3063 -4.7685 -1.6386 0.001
H 1.4343 -1.7631 -1.1728 0.034
H 1.7256 -2.6605 -2.6682 0.001
H 2.8271 -2.8558 -1.2901 -0.003
H 0.7554 -3.4467 1.0347 0.004
H 2.2708 -4.2590 0.5901 0.000
H 0.7647 -5.1676 0.6508 0.000
H -4.6970 -2.0377 -1.2793 0.000
H -2.6728 -0.0599 -0.2150 0.034
H -3.7809 -1.0513 0.7426 -0.001
H -4.4230 0.1795 -0.3405 0.000
H -2.6041 -0.4842 -2.8579 0.001
H -4.3337 -0.0882 -2.8001 0.000
H -3.7852 -1.6112 -3.5075 0.000
O 3.5794 -0.6313 -0.3482 -0.005
H 4.3291 -0.2435 0.1062 0.003
H 3.7717 -0.5946 -1.2906 -0.006
O -0.4815 -1.6066 -3.6813 0.000
H 0.0317 -1.6463 -4.4930 0.000
H -1.0214 -2.4020 -3.6425 0.002
C 0.8862 -0.6757 7.8295 0.000
C 1.1487 -0.8424 6.3692 0.002
C 1.4230 0.2504 5.5567 -0.001
C 1.6776 0.1056 4.2026 0.002
C 2.0961 1.3142 3.4237 -0.002
C 1.6704 -1.1796 3.6213 0.003
C 1.9094 -1.4138 2.1997 0.018
O 1.4399 -0.7776 1.2527 -0.108
C 1.4106 -2.2979 4.4452 -0.001
C 1.3500 -3.6988 3.9240 0.001
C 1.1430 -2.1039 5.7882 -0.001
H 1.3570 0.2281 8.2091 0.000
H 1.2491 -1.5387 8.3827 0.000
H -0.1864 -0.5985 8.0058 0.000
H 1.4411 1.2424 5.9873 0.000
H 1.8316 2.2240 3.9546 0.000
H 1.6569 1.3461 2.4336 0.013
H 3.1827 1.3006 3.3203 0.000
H 2.5433 -2.2851 1.9792 -0.002
H 0.5248 -3.8174 3.2268 0.001
H 1.1829 -4.3920 4.7453 0.000
H 2.2705 -3.9808 3.4178 0.000
H 0.9188 -2.9607 6.4107 0.000